ORCA calculation (wB97M-V/def2-TZVPD) on C16H34Br4N2O2S2 as an isolated structure at a distorted geometry.

The geometry in XYZ format:
```
60
C16H34Br4N2O2S2 (wB97M-V/def2-TZVPD)
C -0.374 0.055 2.281
C -1.088 0.417 0.953
C -0.077 0.196 -0.286
C 1.239 1.005 -0.268
N 2.156 1.657 -0.180
H 0.302 -0.800 2.254
H -1.022 -0.018 3.154
H 0.225 0.926 2.545
H -1.517 1.401 1.140
H -1.945 -0.250 0.855
H -0.638 0.320 -1.212
H 0.109 -0.878 -0.290
C 2.117 1.733 -1.870
C 1.697 2.406 -3.192
C 2.896 3.180 -3.780
C 2.661 4.078 -4.866
N 2.431 4.818 -5.748
H 2.172 2.457 -1.058
H 3.008 1.108 -1.931
H 1.331 1.042 -1.564
H 0.812 3.003 -2.977
H 1.444 1.643 -3.929
H 3.741 2.558 -4.075
H 3.457 3.770 -3.055
C 0.055 -2.520 -2.177
S -0.885 -1.420 -3.274
O -1.235 -0.212 -2.473
C 0.281 -0.958 -4.656
H 0.899 -1.991 -1.733
H 0.413 -3.390 -2.727
H -0.535 -2.912 -1.349
H 1.304 -0.950 -4.279
H 0.032 0.007 -5.099
H 0.295 -1.699 -5.455
C 0.042 -3.124 2.855
S 1.482 -3.797 1.889
O 1.288 -3.251 0.498
C 2.864 -2.917 2.701
H 0.043 -2.035 2.908
H 0.139 -3.357 3.915
H -0.922 -3.397 2.426
H 2.618 -2.919 3.763
H 2.860 -1.862 2.428
H 3.816 -3.389 2.458
Br -4.634 -0.979 -0.801
C -3.162 0.015 -1.712
C -2.794 1.290 -1.144
Br -1.204 1.970 -1.932
H -3.525 0.238 -2.715
H -2.318 -0.664 -1.834
H -2.722 1.518 -0.080
H -3.475 2.110 -1.373
Br -2.359 0.900 8.096
C -1.816 0.091 6.317
C -2.173 1.125 5.207
Br -2.328 0.178 3.459
H -2.214 -0.924 6.319
H -0.761 -0.175 6.247
H -1.415 1.889 5.032
H -3.092 1.681 5.393
```

Output
ΔE to the lowest compared entry with this formula, charge and spin: 519.7 kcal/mol
HOMO energy: -6.18 eV
lowest unoccupied orbital energy: 0.15 eV
electronic energy: -326034.639 eV
frontier orbital gap: 6.3 eV
M: 670.21 g/mol

Here are the Mulliken charges for atoms 1 to 6, given in e:
1 C -1.63
2 C -1.46
3 C 2.28
4 C -0.58
5 N -0.47
6 H 0.26

***

ORCA calculation (wB97M-V/def2-TZVPD) on C6H7NO as an isolated structure at a distorted geometry.

The geometry in XYZ format:
```
15
C6H7NO (wB97M-V/def2-TZVPD)
C -0.246 0.046 0.427
C 0.158 1.210 -0.435
C 1.062 0.269 -1.249
C -0.531 -0.047 1.856
C 0.415 -1.001 -0.433
C -1.112 -1.053 -1.059
O 0.954 -2.075 -0.114
N -2.114 -1.290 -1.584
H 0.698 1.957 0.155
H -0.657 1.714 -0.955
H 2.110 0.339 -0.970
H 0.934 0.220 -2.326
H 0.441 -0.030 2.373
H -1.149 0.768 2.229
H -0.961 -1.025 2.085
```

Output
ΔE to the lowest compared entry with this formula, charge and spin: 95.0 kcal/mol
HOMO energy: -9.06 eV
lowest unoccupied orbital energy: -1.43 eV
electronic energy: -9868.540 eV
frontier orbital gap: 7.6 eV
M: 109.13 g/mol

Here are the Mulliken charges for atoms 1 to 6, given in e:
1 C 0.44
2 C -0.44
3 C -0.61
4 C -1.25
5 C 0.82
6 C 0.01

***

ORCA calculation (wB97M-V/def2-TZVPD) on the molecule C18H24N4O2.

The geometry in XYZ format:
```
48
C18H24N4O2 (wB97M-V/def2-TZVPD)
C 0.230 6.281 4.153
C -0.770 6.254 3.002
C -0.132 6.506 1.636
C 0.787 5.370 1.187
C -0.007 4.107 0.891
O -1.138 4.121 0.465
N 0.708 2.963 1.131
C 0.327 1.634 0.950
C -0.952 1.261 0.541
C -1.263 -0.074 0.376
C -0.316 -1.065 0.619
C -0.594 -2.520 0.475
O -0.011 -3.366 1.128
N -1.540 -2.839 -0.446
C -1.896 -4.207 -0.737
C -1.233 -4.725 -2.016
C 0.292 -4.775 -1.875
N 0.907 -5.298 -3.064
C 1.249 -4.589 -4.182
C 1.725 -5.501 -5.078
N 1.677 -6.747 -4.540
C 1.182 -6.593 -3.344
C 0.952 -0.687 1.054
C 1.274 0.643 1.211
H -0.291 6.196 5.104
H 0.787 7.216 4.152
H 0.937 5.458 4.088
H -1.523 7.026 3.175
H -1.286 5.292 2.984
H -0.925 6.610 0.894
H 0.436 7.438 1.666
H 1.556 5.178 1.935
H 1.285 5.658 0.256
H 1.656 3.079 1.464
H -1.693 2.020 0.356
H -2.271 -0.336 0.087
H -1.909 -2.121 -1.048
H -1.565 -4.802 0.118
H -2.983 -4.281 -0.828
H -1.499 -4.082 -2.859
H -1.608 -5.728 -2.227
H 0.562 -5.409 -1.027
H 0.684 -3.772 -1.687
H 1.137 -3.525 -4.236
H 2.099 -5.342 -6.069
H 1.016 -7.387 -2.642
H 1.676 -1.459 1.265
H 2.265 0.922 1.542
```

Output
ΔE to the lowest compared entry with this formula, charge and spin: 1.0 kcal/mol
HOMO energy: -8.65 eV
lowest unoccupied orbital energy: 0.49 eV
electronic energy: -29112.435 eV
frontier orbital gap: 9.1 eV
M: 328.42 g/mol
SMILES string: CCCCC(=O)Nc1ccc(C(=O)NCCCn2ccnc2)cc1

Here are the Mulliken charges for atoms 1 to 6, given in e:
1 C -1.16
2 C -0.34
3 C -0.76
4 C -0.63
5 C 0.57
6 O -0.63